Computed, not measured: a 5-piece molecular cluster, C18H48N5O8 overall at a distorted geometry, with ωB97M-V/def2-TZVPD.

Last column: Löwdin charge in e.
Geometry (Å):
1 O -0.37552 0.94183 0.61343  -0.069
2 O 2.88130 4.65356 1.37321  -0.180
3 O 2.73312 -3.88291 -2.08313  -0.171
4 O 1.97563 -2.34453 4.88581  -0.179
5 O -1.91528 1.96973 -0.54839  -0.041
6 O -1.46202 4.18220 1.86754  -0.161
7 O -1.30468 -0.05080 -1.10178  -0.069
8 O -4.12840 -0.74963 -5.16112  -0.186
9 N 0.82261 4.36658 3.43100  -0.057
10 N 1.18334 -0.33446 2.66128  0.044
11 N -1.23319 0.93322 -0.30719  -0.555
12 N 1.76264 -1.60524 -4.85449  0.021
13 N -4.05594 0.26943 -2.49176  0.052
14 C 2.73062 -3.32492 5.55991  -0.137
15 C 2.21404 4.17469 3.70990  -0.242
16 C -4.64768 -1.49709 -4.07150  -0.206
17 C 0.09834 -2.69446 -3.37145  -0.063
18 C 0.76349 -2.36448 1.29153  -0.057
19 C 0.06892 3.11407 3.34631  -0.203
20 C -2.75080 4.40098 1.38338  -0.153
21 C 2.08617 -2.50014 3.47342  -0.211
22 C 1.53801 -2.21858 -3.53501  -0.420
23 C 3.74618 -3.32425 -1.29487  -0.121
24 C 3.21858 6.01020 1.63418  -0.115
25 C 2.56800 -3.33974 -3.36088  -0.231
26 C 3.08807 3.82812 2.49676  -0.226
27 C -3.78129 -1.09453 -2.86510  -0.439
28 C -4.82420 -0.91363 -6.36349  -0.136
29 C -1.40865 3.28085 2.93116  -0.238
30 C 0.99725 -1.80597 2.66293  -0.444
31 C -3.94872 -2.10456 -1.70107  -0.065
32 H -3.40839 5.01306 2.01017  0.077
33 H -3.74698 -3.05572 -2.21526  0.065
34 H -0.66473 -1.91536 -3.27028  0.055
35 H -3.21180 -1.91365 -0.92632  0.060
36 H 2.32235 -4.14692 -4.06905  0.123
37 H -2.61277 5.01051 0.47882  0.087
38 H 1.69955 -1.43816 -2.78784  0.143
39 H -4.97774 0.39114 -2.07355  0.070
40 H -4.15665 -0.84756 -7.22831  0.079
41 H 0.31551 4.83486 4.17613  0.111
42 H 2.38249 3.42226 4.50220  0.115
43 H 2.33059 6.50518 2.03261  0.084
44 H 2.57311 5.10820 4.16004  0.105
45 H 3.04232 -2.01301 3.23088  0.126
46 H 4.10318 -4.03324 -0.54640  0.084
47 H 3.76703 -2.95565 5.57992  0.083
48 H 2.03511 -0.17543 2.10969  0.067
49 H -0.01238 -3.07720 -2.34641  0.082
50 H 0.47537 2.46465 2.56673  0.092
51 H 3.53269 6.47118 0.70047  0.080
52 H 1.65234 -2.16126 0.68680  0.067
53 H 0.49938 -0.01417 1.96435  0.018
54 H 2.70867 -4.34052 5.16476  0.080
55 H 2.44047 -3.31026 6.61106  0.081
56 H -0.11210 -1.99413 0.76064  0.071
57 H 3.31501 -2.47014 -0.75465  0.071
58 H 0.13522 2.54530 4.28518  0.115
59 H 3.53649 -3.07344 -3.80918  0.116
60 H 4.63611 -2.94683 -1.81195  0.086
61 H -1.80403 2.30205 2.64991  0.117
62 H 2.86022 2.82173 2.13980  0.116
63 H -0.25671 -3.39326 -4.12943  0.077
64 H 1.49842 -2.29047 -5.56166  0.063
65 H 0.58527 -3.44306 1.39545  0.079
66 H 4.14633 3.84842 2.78918  0.114
67 H -1.93941 3.59316 3.84740  0.112
68 H -5.55935 -0.12498 -6.56453  0.081
69 H 1.07558 -0.86985 -4.99292  0.073
70 H 2.12540 -3.55353 3.18116  0.113
71 H -5.67736 -1.15946 -3.89755  0.123
72 H 4.03183 6.07797 2.36310  0.079
73 H -3.47411 0.56848 -1.70767  0.036
74 H 0.09978 -1.90895 3.29271  0.139
75 H -2.74048 -1.23663 -3.15170  0.109
76 H -5.28766 -1.90534 -6.38547  0.078
77 H -4.95761 -2.20259 -1.29454  0.067
78 H -4.65332 -2.57271 -4.27240  0.116
79 H -3.31213 3.58980 0.90738  0.075

HOMO level, eV: -5.450
Net charge: -1
Energy above the lowest of the compared OMol25 structures with the same formula, charge and spin, kcal per mole: 0.0
Calculated total energy, eV: -43269.2090
Multiplicity: 1
LUMO energy, eV: 2.75
Kohn-Sham gap, eV: 8.203